No. 1
Below is a 2-piece molecular cluster, C3H6N2O overall, with properties calculated with wB97M-V/def2-TZVPD.

XYZ file:
```
12
Properties=species:S:1:pos:R:3:forces:R:3:nbo_charge:R:1
C 0.983703 1.320956 0.046471 0.2320 0.3354 -0.0849 -0.41
N 0.470709 -0.021656 0.138534 0.5805 -0.5447 -1.0114 -0.51
C 0.314778 -0.738524 -0.840340 0.8865 0.1738 -0.2382 0.69
N 0.366139 -1.546379 -1.736344 0.1231 -0.4035 0.0685 -0.70
C -1.261953 -0.469903 1.172881 -0.7281 -0.4535 0.2157 0.28
O -1.897791 0.560846 1.173122 -0.0747 -0.2588 0.1404 -0.60
H 0.246830 2.041795 0.414734 0.0472 -0.1924 -0.0191 0.23
H 1.232033 1.527856 -0.995305 0.0745 0.3682 0.1240 0.19
H 1.885219 1.364569 0.656875 -0.0328 0.2259 -0.0233 0.21
H -1.340976 -1.248829 0.370801 -0.7215 0.1753 0.5804 0.08
H -0.342238 -1.886025 -2.363556 -0.2217 0.3474 0.0752 0.42
H -0.662543 -0.839690 2.022280 -0.1649 0.2270 0.1726 0.12
```
Positions in Å, forces in eV/Å.

Calculated values
SMILES	CN=C=N.C=O
energy above the lowest of the compared OMol25 structures with the same formula, charge and spin	3.169	eV
total charge	0
spin multiplicity	1
E_HOMO	-9.2584	eV
HOMO-LUMO gap	9.99	eV


No. 2
Below is an isolated molecule of C3H6N2O, with properties calculated with wB97M-V/def2-TZVPD.

XYZ file:
```
12
Properties=species:S:1:pos:R:3:forces:R:3:nbo_charge:R:1
C 0.851235 1.094938 -0.877397 0.8902 -0.8397 -1.6319 0.28
C 0.028849 -1.071391 -0.262206 -1.1009 -1.7549 -1.4640 -0.33
C -1.274587 -1.280488 0.387663 -2.1473 -0.9318 -0.2528 0.43
H 1.490338 2.695256 -1.512386 -0.1348 0.5467 -0.2765 0.34
H 0.804120 0.767076 -1.994922 -0.1600 -0.1100 1.9490 0.13
H 0.368006 0.545579 0.938632 0.0155 -0.4551 0.5925 0.41
H 0.073494 -1.304973 -1.344894 -0.3954 0.5303 0.4887 0.22
H 0.574778 -1.846296 0.166025 1.1726 -2.1507 0.7318 0.22
H -2.058489 -1.828135 -0.189027 0.2778 0.0452 -0.0518 0.11
N 1.246665 2.279577 -0.631308 -0.3442 -0.9718 0.7389 -0.69
N 0.654313 0.077531 0.092566 1.5745 5.5364 -1.0174 -0.62
O -1.524009 -0.998327 1.527426 0.3520 0.5554 0.1935 -0.51
```
Positions in Å, forces in eV/Å.

Calculated values
SMILES	[H]/N=C/NCC=O
energy above the lowest of the compared OMol25 structures with the same formula, charge and spin	2.231	eV
total charge	0
spin multiplicity	1
E_HOMO	-9.2505	eV
HOMO-LUMO gap	9.95	eV


No. 3
Below is an isolated molecule of C3H6N2O, with properties calculated with wB97M-V/def2-TZVPD.

XYZ file:
```
12
Properties=species:S:1:pos:R:3:forces:R:3:nbo_charge:R:1
C 1.091913 -0.375697 0.899816 0.1273 -0.0400 0.2011 -0.42
N 0.121677 0.212945 -0.005135 0.1098 0.0693 -0.1220 -0.49
C -1.143381 -0.395944 -0.070878 -0.0628 -0.1329 -0.0807 0.28
N -1.604490 -0.892615 -1.137577 -0.0788 0.2767 0.3349 -0.60
C 0.478658 1.271907 -0.800288 0.0985 0.0315 -0.0952 0.54
O 1.556611 1.821080 -0.748570 -0.1991 -0.1370 -0.0712 -0.59
H 1.943342 0.298874 0.975111 -0.0894 -0.0536 -0.0102 0.25
H 1.430074 -1.347109 0.521898 -0.0392 0.1470 0.0363 0.20
H 0.656601 -0.520733 1.891863 -0.0213 0.0307 -0.0514 0.20
H -1.665813 -0.404085 0.892679 0.0665 -0.1731 -0.0297 0.15
H -2.537046 -1.263054 -0.942063 0.0856 0.0702 -0.1888 0.34
H -0.328142 1.594436 -1.476851 0.0028 -0.0888 0.0769 0.13
```
Positions in Å, forces in eV/Å.

Calculated values
SMILES	[H]/N=C/N(C)C=O
energy above the lowest of the compared OMol25 structures with the same formula, charge and spin	1.180	eV
total charge	0
spin multiplicity	1
E_HOMO	-9.8695	eV
HOMO-LUMO gap	10.63	eV


No. 4
Below is an isolated molecule of C3H6N2O, with properties calculated with wB97M-V/def2-TZVPD.

XYZ file:
```
12
Properties=species:S:1:pos:R:3:forces:R:3:nbo_charge:R:1
C 0.282493 -0.063769 -1.225520 -0.0036 0.3753 -0.0121 0.63
C -0.379484 0.450634 0.058694 3.1972 -0.4613 1.1830 -0.10
C -1.311339 -0.463927 0.782114 -0.0117 0.0783 -0.0673 -0.64
N 1.534300 -0.017624 -0.724545 0.4219 0.3434 -0.1676 -0.48
N 1.277363 0.284699 0.650330 -2.9428 0.0362 -0.2566 -0.46
O -0.142536 -0.391588 -2.299455 -0.2284 -0.1842 -0.1779 -0.59
H -0.650117 1.500008 0.063143 -0.0337 0.0895 -0.1254 0.22
H -0.879066 -1.455548 0.863511 0.0383 -0.1274 0.0124 0.23
H -2.239905 -0.535250 0.217723 -0.1242 -0.0183 -0.0008 0.23
H -1.526764 -0.086670 1.778686 -0.0554 0.0037 0.0388 0.22
H 2.394072 -0.434396 -1.046695 -0.1198 -0.1386 0.0114 0.40
H 1.640982 1.213433 0.882013 -0.1377 0.0034 -0.4380 0.33
```
Positions in Å, forces in eV/Å.

Calculated values
SMILES	C[C@H]1NNC1=O
energy above the lowest of the compared OMol25 structures with the same formula, charge and spin	2.626	eV
total charge	0
spin multiplicity	1
E_HOMO	-9.0317	eV
HOMO-LUMO gap	10.03	eV


No. 5
Below is an isolated molecule of C3H6N2O, with properties calculated with wB97M-V/def2-TZVPD.

XYZ file:
```
12
Properties=species:S:1:pos:R:3:forces:R:3:nbo_charge:R:1
C 0.251549 -0.103470 -0.515950 -0.9851 0.4861 3.6084 0.28
C -0.708943 -0.162384 1.034042 -0.2918 0.3096 -3.7795 0.65
C -0.057685 0.992633 -1.435004 0.2029 3.2868 1.1690 -0.72
N 1.198861 -0.903047 -0.526515 -1.3585 -1.2241 2.9851 -0.66
N -0.154031 -0.928425 1.979149 1.4704 -0.7833 0.9616 -0.84
O -1.827776 0.332649 1.012467 1.5011 -0.2235 0.5789 -0.62
H -0.237080 2.008053 -0.847452 0.8811 -2.0291 -0.7690 0.25
H -0.993015 0.970146 -1.868061 -2.3158 -0.7872 -0.9372 0.25
H 0.622205 1.203896 -2.261240 0.4445 -0.3895 0.3615 0.23
H 1.694825 -1.027321 -1.328915 1.8802 0.1754 -2.9746 0.34
H 0.764254 -1.424850 1.828009 -1.6046 1.1508 -0.1046 0.43
H -0.553165 -0.957879 2.929470 0.1755 0.0281 -1.0997 0.41
```
Positions in Å, forces in eV/Å.

Calculated values
SMILES	[H]/N=C(\C)C(N)=O
energy above the lowest of the compared OMol25 structures with the same formula, charge and spin	1.770	eV
total charge	0
spin multiplicity	1
E_HOMO	-8.9864	eV
HOMO-LUMO gap	9.98	eV


No. 6
Below is a 2-piece molecular cluster, C3H6N2O overall, with properties calculated with wB97M-V/def2-TZVPD.

XYZ file:
```
12
Properties=species:S:1:pos:R:3:forces:R:3:nbo_charge:R:1
C 0.938789 -0.454747 0.610531 0.0813 0.1807 0.0280 -0.09
C 0.635821 -1.718579 0.215197 0.6001 0.0371 -0.5315 -0.12
N -0.009164 -1.560122 -0.998304 -1.4599 -0.0630 0.1480 -0.52
C -0.241636 -0.234487 -1.156565 1.0946 0.5422 0.1329 0.17
N 0.419154 0.466376 -0.266404 -0.8372 0.1177 0.3057 -0.49
H 1.479420 -0.115494 1.473942 0.1498 -0.1435 0.1119 0.22
H 0.944647 -2.677968 0.583552 -0.0985 -0.0887 0.0628 0.22
H -0.607887 -2.226673 -1.460303 0.3263 -0.2879 0.1191 0.41
H -0.863761 0.214951 -1.910373 0.0459 -0.2618 -0.2976 0.20
H -0.785959 1.990012 0.867497 0.2645 0.0144 -0.2293 0.49
H -0.750980 3.527232 0.783765 -0.0530 -0.3588 0.0948 0.47
O -1.158445 2.789499 1.257466 -0.1137 0.3117 0.0553 -0.96
```
Positions in Å, forces in eV/Å.

Calculated values
SMILES	c1c[nH]cn1.O
energy above the lowest of the compared OMol25 structures with the same formula, charge and spin	0.838	eV
total charge	0
spin multiplicity	1
E_HOMO	-9.2802	eV
HOMO-LUMO gap	10.06	eV


No. 7
Below is C3H6N2O as an isolated structure, with properties calculated with wB97M-V/def2-TZVPD.

XYZ file:
```
12
Properties=species:S:1:pos:R:3:forces:R:3:nbo_charge:R:1
C 0.289928 -0.034838 -0.037263 2.1046 -2.5959 1.9128 0.42
N 0.949491 1.187090 -0.210927 -0.2264 0.9208 -1.0901 -0.84
N 0.937711 -1.149061 -0.555467 -0.4876 0.4846 -0.3899 -0.79
C -1.657476 0.365485 0.342232 -0.3614 2.7461 4.6405 0.27
C -0.606566 -0.296875 1.032962 -0.5385 -1.4910 -1.4676 -0.34
O -2.859834 0.172102 0.232297 0.4070 -0.3258 -0.9758 -0.61
H 0.948066 1.462871 -1.188384 0.0263 0.1850 0.0567 0.37
H 1.925239 1.096055 0.069639 -0.2241 -0.1021 0.1501 0.38
H 0.362350 -1.976629 -0.659062 0.1972 0.1513 0.0799 0.40
H 1.531331 -0.972070 -1.354588 0.1178 -0.1011 0.1358 0.38
H -1.122339 1.359474 0.710579 -1.3363 0.5937 -2.4395 0.15
H -0.697902 -1.213604 1.617984 0.3214 -0.4655 -0.6131 0.20
```
Positions in Å, forces in eV/Å.

Calculated values
energy above the lowest of the compared OMol25 structures with the same formula, charge and spin	4.645	eV
total charge	0
spin multiplicity	1
E_HOMO	-7.9240	eV
HOMO-LUMO gap	8.19	eV


No. 8
Below is an isolated molecule of C3H6N2O, with properties calculated with wB97M-V/def2-TZVPD.

XYZ file:
```
12
Properties=species:S:1:pos:R:3:forces:R:3:nbo_charge:R:1
C -1.123400 0.544030 0.832614 0.0580 0.0197 -0.0072 -0.69
C -0.377704 0.293409 -0.464007 -0.0805 0.0630 -0.1944 0.45
N -0.790587 0.685175 -1.603976 -0.0297 0.1096 0.2698 -0.67
N 0.835389 -0.409703 -0.558545 0.0920 -0.0368 -0.1941 -0.64
C 1.718981 -1.083130 0.247207 -0.0258 0.0117 0.0318 0.54
O 2.711584 -1.601815 -0.218040 -0.3704 0.1727 0.3304 -0.57
H -1.760471 1.420638 0.671318 0.1610 -0.1805 0.0668 0.23
H -0.499745 0.746191 1.707859 0.1104 -0.1415 -0.2287 0.23
H -1.793419 -0.290110 1.070906 0.2612 0.0057 -0.0745 0.24
H -1.642285 1.231161 -1.528202 -0.0555 -0.0650 0.0593 0.34
H 1.133364 -0.420049 -1.528238 0.0211 -0.0485 0.0103 0.42
H 1.481773 -1.123558 1.321432 -0.1417 0.0899 -0.0696 0.12
```
Positions in Å, forces in eV/Å.

Calculated values
SMILES	[H]/N=C(\C)NC=O
energy above the lowest of the compared OMol25 structures with the same formula, charge and spin	0.774	eV
total charge	0
spin multiplicity	1
E_HOMO	-9.8393	eV
HOMO-LUMO gap	10.59	eV


No. 9
Below is an isolated molecule of C3H6N2O, with properties calculated with wB97M-V/def2-TZVPD.

XYZ file:
```
12
Properties=species:S:1:pos:R:3:forces:R:3:nbo_charge:R:1
O -1.026131 -1.751217 -1.907435 0.0949 0.0743 0.4315 -0.59
C -0.641349 -1.412008 -0.812151 -0.1509 -0.0792 -0.1718 0.55
N 1.224389 0.737518 -0.824483 0.0468 0.1859 0.3733 -0.61
C 0.892978 0.924517 0.383150 0.0164 -0.0555 -0.1684 0.12
C -0.350968 0.255323 0.931268 0.0316 0.0006 0.0632 -0.29
N -1.158900 -0.359254 -0.094155 0.0204 -0.0212 -0.2382 -0.62
H 2.087134 1.226384 -1.059584 -0.0413 -0.0027 0.0396 0.35
H 1.461442 1.540672 1.093317 -0.0271 -0.0794 -0.0959 0.16
H 0.141161 -1.956974 -0.248162 -0.0816 0.0146 -0.1047 0.10
H -0.050167 -0.507406 1.663479 0.0021 0.1266 -0.1008 0.22
H -0.955455 0.979551 1.489081 0.1036 -0.0892 -0.0936 0.22
H -1.683790 0.278572 -0.680338 -0.0148 -0.0746 0.0657 0.40
```
Positions in Å, forces in eV/Å.

Calculated values
SMILES	[H]/N=C/CNC=O
energy above the lowest of the compared OMol25 structures with the same formula, charge and spin	1.170	eV
total charge	0
spin multiplicity	1
E_HOMO	-9.6769	eV
HOMO-LUMO gap	10.45	eV


No. 10
Below is a 2-piece molecular cluster, C3H6N2O overall, with properties calculated with wB97M-V/def2-TZVPD.

XYZ file:
```
12
Properties=species:S:1:pos:R:3:forces:R:3:nbo_charge:R:1
C 1.674438 -0.008798 -0.176250 0.5917 -0.9405 -0.0389 -0.16
N 0.826874 -0.941895 0.029051 0.9285 0.0990 0.0909 -0.57
C -1.475145 -0.281885 0.192341 -0.9650 0.0414 0.2004 0.38
N -1.942500 -1.226926 0.824378 0.2243 0.4755 -0.0987 -0.61
C -1.225819 0.842988 -0.461490 -0.3060 -0.4731 -0.1437 -0.08
O -0.322788 1.769004 -0.023806 0.3186 -0.0282 0.0239 -0.67
H 1.948713 0.235780 -1.205398 -0.0205 -0.0352 0.0966 0.18
H 2.228200 0.490332 0.624138 -0.1161 0.0951 -0.0559 0.18
H 0.576192 1.363224 -0.138410 -0.6900 0.6255 0.1446 0.45
H 0.695550 -1.062496 1.037868 0.1173 -0.0583 -0.1006 0.34
H -1.404488 -2.095527 0.784213 -0.0216 0.1422 -0.2254 0.37
H -1.579226 0.916203 -1.486630 -0.0613 0.0566 0.1068 0.20
```
Positions in Å, forces in eV/Å.

Calculated values
SMILES	N=C=CO.C=N
energy above the lowest of the compared OMol25 structures with the same formula, charge and spin	4.197	eV
total charge	0
spin multiplicity	1
E_HOMO	-8.6136	eV
HOMO-LUMO gap	9.24	eV


Question: The lowest HOMO-LUMO gap belongs to which entry?
Answer: number 7